(1)
Formula: C37H51CsN2O3P2Si2
Source: OMol25
Level of theory: ωB97M-V with the def2-TZVPD basis set

Atoms and positions in Å:
Cs -0.98 1.23 -0.80
C 3.26 5.17 0.22
Si 1.52 4.52 -0.17
C 0.39 5.27 1.14
C 1.04 5.34 -1.81
N 1.36 2.86 -0.23
P 2.31 1.58 -0.25
C 1.59 0.10 -0.25
P 2.19 -1.43 -0.37
N 1.20 -2.66 -0.40
Si 1.23 -4.31 -0.23
C 2.65 -5.21 -1.12
C -0.35 -5.07 -0.94
C 1.35 -4.87 1.57
C 3.38 -1.77 1.03
C 4.53 -2.55 0.94
C 5.30 -2.83 2.07
C 4.91 -2.35 3.32
C 3.76 -1.58 3.42
C 3.01 -1.29 2.29
C 3.27 -1.63 -1.87
C 2.70 -2.14 -3.03
C 3.41 -2.21 -4.22
C 4.73 -1.77 -4.28
C 5.32 -1.27 -3.13
C 4.60 -1.19 -1.94
C 3.38 1.84 -1.75
C 4.57 2.56 -1.77
C 5.25 2.79 -2.96
C 4.75 2.30 -4.16
C 3.56 1.59 -4.15
C 2.89 1.36 -2.96
C 3.47 1.77 1.17
C 2.96 2.27 2.37
C 3.74 2.31 3.52
C 5.06 1.87 3.49
C 5.58 1.37 2.31
C 4.79 1.32 1.16
H 3.17 6.21 0.57
H 3.90 5.16 -0.66
H 3.76 4.59 1.01
H 0.34 6.36 1.10
H 0.74 4.98 2.14
H -0.63 4.88 1.03
H 1.18 6.43 -1.78
H 0.00 5.13 -2.06
H 1.67 4.93 -2.61
H 2.74 -4.89 -2.17
H 2.46 -6.29 -1.10
H 3.61 -5.02 -0.63
H -0.49 -4.72 -1.97
H -1.22 -4.75 -0.36
H -0.32 -6.17 -0.95
H 2.33 -4.58 1.99
H 1.24 -5.96 1.68
H 0.59 -4.38 2.18
H 4.85 -2.95 -0.01
H 6.20 -3.43 1.97
H 5.51 -2.57 4.20
H 3.44 -1.19 4.38
H 2.13 -0.66 2.37
H 1.67 -2.49 -2.98
H 2.93 -2.60 -5.12
H 5.29 -1.82 -5.21
H 6.34 -0.91 -3.16
H 5.07 -0.77 -1.07
H 4.97 2.97 -0.85
H 6.18 3.35 -2.95
H 5.28 2.47 -5.09
H 3.16 1.19 -5.08
H 1.97 0.77 -2.95
H 1.93 2.61 2.40
H 3.31 2.70 4.44
H 5.66 1.90 4.39
H 6.60 1.00 2.27
H 5.22 0.90 0.25
C -0.67 -0.19 4.48
O -0.08 -0.40 3.23
C -0.58 -1.53 2.53
C -2.03 -1.34 2.13
O -2.48 -2.28 1.18
C -2.67 -3.56 1.72
H -0.66 -1.11 5.08
H -1.71 0.16 4.40
H -0.09 0.57 4.99
H -0.43 -2.42 3.16
H 0.01 -1.64 1.62
H -2.13 -0.35 1.68
H -2.72 -1.37 2.99
H -3.33 -3.52 2.60
H -1.73 -4.04 2.00
H -3.15 -4.17 0.95
C -4.88 2.40 0.61
C -3.69 1.55 0.11
O -3.41 1.75 -1.07
H -5.30 3.05 -0.18
H -4.53 3.01 1.45
H -5.66 1.74 1.01

Calculated values
- Frontier orbital gap: 4.71 eV
- Energy above the lowest of the compared OMol25 structures with the same formula, charge and spin: 20.5 kJ/mol
- Charge: -2
- Highest occupied orbital energy: -0.8 eV
- E_tot: -83201.2184 eV

---

(2)
Formula: C20H18F6N6PS4W
Source: OMol25
Level of theory: ωB97M-V with the def2-TZVPD basis set

Atoms and positions in Å:
W 0.86 -0.84 0.11
S 0.45 0.04 -2.13
C 1.74 1.27 -2.29
C 2.14 1.57 -3.59
C 3.23 2.43 -3.76
C 3.88 2.97 -2.67
C 3.46 2.69 -1.36
C 2.41 1.82 -1.18
S 1.49 1.57 0.32
C 2.23 1.36 1.96
C 1.09 0.69 2.73
C 0.92 0.98 4.06
C -0.08 0.33 4.78
C -0.90 -0.59 4.13
C -0.70 -0.84 2.79
C -1.56 -1.88 2.12
S -1.32 -2.10 0.32
C -2.69 -1.28 -0.46
C -3.91 -1.92 -0.55
C -4.94 -1.27 -1.24
C -4.74 -0.03 -1.83
C -3.51 0.60 -1.75
C -2.48 -0.04 -1.06
S -0.99 0.79 -0.74
N 0.27 -0.21 2.08
H 1.64 1.14 -4.45
H 3.55 2.67 -4.77
H 4.72 3.63 -2.82
H 3.96 3.16 -0.52
H 2.44 2.35 2.36
H 3.14 0.76 1.95
H 1.56 1.70 4.54
H -0.23 0.54 5.83
H -1.68 -1.11 4.67
H -2.62 -1.67 2.26
H -1.37 -2.86 2.57
H -4.08 -2.90 -0.12
H -5.90 -1.76 -1.32
H -5.56 0.45 -2.36
H -3.35 1.57 -2.20
F 2.37 -1.18 1.16
P 4.50 -1.55 -1.24
F 5.93 -1.88 -0.78
F 4.66 -1.33 -2.72
F 4.03 -3.00 -0.98
F 2.79 -1.23 -1.33
F 4.54 -0.18 -0.51
N 1.35 -5.76 -1.95
N 1.41 -4.80 -1.05
N 1.95 -5.03 0.14
C 1.83 -3.86 0.72
N 1.20 -2.98 -0.08
N 0.95 -3.61 -1.24
H 1.80 -6.63 -1.72
H 0.97 -5.54 -2.86
H 2.19 -3.65 1.72

Calculated values
- Frontier orbital gap (alpha / beta): 6.70 / 6.20 eV
- Energy above the lowest of the compared OMol25 structures with the same formula, charge and spin: 27.6 kJ/mol
- Charge: +4
- Multiplicity: 2
- Highest occupied orbital energy (alpha / beta): -20.7 / -20.7 eV
- E_tot: -100695.3710 eV

---

(3)
Formula: C12H30BaN3O7
Source: OMol25
Level of theory: ωB97M-V with the def2-TZVPD basis set

Atoms and positions in Å:
Ba 0.60 7.16 23.80
N 1.46 2.09 21.90
O 0.96 1.40 20.99
O 1.31 3.34 21.90
O 2.18 1.57 22.74
C -2.24 4.19 23.99
O -1.37 4.85 24.88
C -1.60 4.70 26.30
C -0.32 4.69 27.13
N 0.39 5.97 27.09
C -0.31 6.99 27.88
C 0.48 8.30 27.80
O 0.50 8.77 26.51
C 0.86 10.19 26.37
H -3.16 4.77 23.99
H -2.51 3.20 24.35
H -1.94 4.06 22.95
H -1.92 3.67 26.41
H -2.35 5.37 26.71
H 0.36 4.04 26.58
H -0.38 4.42 28.19
H 1.28 5.72 27.50
H -0.35 6.66 28.92
H -1.31 7.30 27.60
H 1.43 8.29 28.33
H -0.12 9.02 28.37
H 0.21 10.89 26.89
H 0.59 10.29 25.32
H 1.87 10.45 26.68
C -1.54 7.42 20.30
O -0.18 7.69 20.70
C 0.52 8.38 19.74
C 1.94 8.50 19.95
N 2.30 9.13 21.23
C 3.75 8.96 21.31
C 4.17 8.78 22.77
O 3.63 7.54 23.20
C 4.54 6.48 22.98
H -1.47 6.72 19.47
H -2.14 8.21 19.86
H -2.16 7.05 21.12
H 0.17 9.41 19.81
H 0.22 8.03 18.76
H 2.46 9.08 19.19
H 2.38 7.51 19.88
H 2.20 10.10 20.95
H 4.08 9.92 20.92
H 4.12 8.09 20.77
H 3.79 9.59 23.38
H 5.25 8.73 22.93
H 5.30 6.58 23.76
H 4.81 6.23 21.96
H 4.00 5.59 23.28

Calculated values
- Frontier orbital gap: 4.85 eV
- Energy above the lowest of the compared OMol25 structures with the same formula, charge and spin: 548.0 kJ/mol
- Charge: +1
- Highest occupied orbital energy: -8.8 eV
- E_tot: -32413.8121 eV

---

(4)
Formula: C21H30N2SiTc
Source: OMol25
Level of theory: ωB97M-V with the def2-TZVPD basis set

Atoms and positions in Å:
C 0.24 1.14 0.21
C -0.84 1.42 -0.64
C -2.03 1.46 0.13
H -0.73 1.59 -1.68
C -1.70 1.20 1.48
C -0.30 0.96 1.55
H 0.24 0.76 2.46
H 1.27 0.95 -0.11
H -3.03 1.70 -0.24
H -2.35 1.26 2.33
Tc -1.11 -0.51 0.30
C -0.63 -1.17 -1.48
H -1.73 -1.03 -1.20
H 0.34 -1.62 -1.57
H -0.98 -1.08 -2.55
Si 0.79 0.70 -4.17
C 2.07 -0.70 -4.39
C 3.27 0.04 -4.69
H 3.39 1.12 -4.50
C 4.43 -0.60 -5.14
H 5.32 -0.01 -5.38
C 4.46 -1.99 -5.21
H 5.38 -2.47 -5.56
C 3.37 -2.74 -4.75
H 3.50 -3.82 -4.71
C 2.19 -2.13 -4.29
H 1.45 -2.77 -3.80
C -1.02 0.44 -4.78
C -0.83 1.02 -6.07
H 0.07 0.79 -6.65
C -1.73 1.99 -6.46
H -1.53 2.66 -7.29
C -2.88 2.23 -5.69
H -3.52 3.10 -5.86
C -3.20 1.41 -4.62
H -4.15 1.49 -4.08
C -2.28 0.46 -4.16
H -2.57 -0.19 -3.32
H -2.79 -0.69 0.23
H 1.16 2.02 -4.68
N 1.03 -1.22 0.71
C 1.10 -2.66 1.00
C 0.57 -3.07 2.38
C -0.68 -2.34 2.90
N -1.64 -2.08 1.74
H 1.72 -1.04 -0.04
H 1.42 -0.75 1.55
H 0.53 -3.18 0.23
H 2.15 -2.98 0.97
H 0.40 -4.16 2.40
H 1.30 -2.92 3.19
H -1.22 -2.94 3.66
H -0.49 -1.37 3.40
H -2.56 -1.78 2.10
H -1.88 -2.99 1.33

Calculated values
- Frontier orbital gap (alpha / beta): 3.99 / 6.47 eV
- Energy above the lowest of the compared OMol25 structures with the same formula, charge and spin: 17.3 kJ/mol
- Charge: +2
- Multiplicity: 4
- Highest occupied orbital energy (alpha / beta): -12.0 / -14.5 eV
- E_tot: -35295.9142 eV

---

(5)
Formula: CH2O5P
Source: OMol25
Level of theory: ωB97M-V with the def2-TZVPD basis set

Atoms and positions in Å:
C 1.45 0.66 -0.21
O -2.25 0.72 0.91
O -0.67 -1.32 0.88
O 1.96 -0.38 0.14
O 0.24 1.02 0.14
O -1.37 -0.38 -1.33
P -1.22 0.00 0.08
H -0.11 -1.67 0.20
H 1.97 1.35 -0.80

Calculated values
- Frontier orbital gap: 9.73 eV
- Energy above the lowest of the compared OMol25 structures with the same formula, charge and spin: 10.8 kJ/mol
- Charge: -1
- Highest occupied orbital energy: -5.7 eV
- E_tot: -20600.9254 eV

---

(6)
Formula: C2H8OSi2
Source: OMol25
Level of theory: ωB97M-V with the def2-TZVPD basis set

Atoms and positions in Å:
C -2.38 0.57 0.35
C 2.25 0.90 -0.41
O 0.07 -1.18 -0.07
Si -1.51 -1.23 -0.46
Si 1.65 -0.75 0.28
H -1.98 0.27 1.35
H -2.04 1.56 0.07
H -3.51 0.59 0.43
H 3.10 0.94 0.19
H 2.65 0.67 -1.37
H 1.67 1.82 -0.41
H -2.19 -2.29 0.30
H 2.21 -1.85 -0.27

Calculated values
- Frontier orbital gap (alpha / beta): 7.08 / 6.94 eV
- Energy above the lowest of the compared OMol25 structures with the same formula, charge and spin: 202.9 kJ/mol
- Highest occupied orbital energy (alpha / beta): -7.5 / -7.5 eV
- E_tot: -20004.5549 eV

---

(7)
Formula: C5H5N
Source: OMol25
Level of theory: ωB97M-V with the def2-TZVPD basis set

Atoms and positions in Å:
C 0.49 1.96 -1.02
C -0.35 0.88 -0.51
C -0.70 -0.09 0.10
C -0.48 -1.19 1.05
C -0.33 -2.51 0.43
N -0.15 -3.55 -0.04
H 0.63 1.93 -2.10
H 1.46 1.77 -0.55
H 0.15 2.95 -0.71
H 0.49 -0.95 1.50
H -1.22 -1.22 1.86

Calculated values
- Frontier orbital gap: 10.73 eV
- Energy above the lowest of the compared OMol25 structures with the same formula, charge and spin: 230.0 kJ/mol
- Highest occupied orbital energy: -10.0 eV
- E_tot: -6753.5237 eV

---

(8)
Formula: C5H3NO
Source: OMol25
Level of theory: ωB97M-V with the def2-TZVPD basis set

Atoms and positions in Å:
N -1.66 2.48 0.88
C -1.04 1.53 0.65
C -0.24 0.38 0.38
C 0.71 -0.20 1.33
O 1.41 -1.16 1.06
C 0.41 -1.04 -1.67
C -0.17 -0.31 -0.80
H 0.75 0.29 2.32
H 0.29 -1.96 -2.22
H -0.47 -0.02 -1.96

Calculated values
- Frontier orbital gap: 8.67 eV
- Energy above the lowest of the compared OMol25 structures with the same formula, charge and spin: 384.6 kJ/mol
- Highest occupied orbital energy: -9.1 eV
- E_tot: -8766.0200 eV

---

Which formula does entry 5 have? CH2O5P

---

The highest energy above the lowest of the compared OMol25 structures with the same formula, charge and spin belongs to which entry? C12H30BaN3O7

---

Which formula does entry 8 have? C5H3NO